Record 1
{
  "formula": "H28KrO14",
  "method": "ωB97M-V with the def2-TZVPD basis set",
  "homo_lumo_gap_ev": 10.268,
  "de_lowest_kj_mol": 36.5,
  "e_tot_ha": -3823.79626,
  "elements": ["H", "H", "H", "H", "O", "O", "H", "H", "H", "H", "H", "O", "H", "O", "O", "H", "H", "H", "O", "H", "O", "H", "H", "O", "H", "H", "O", "H", "H", "H", "O", "H", "H", "H", "O", "H", "H", "O", "H", "H", "Kr", "O", "O"],
  "coordinates": [[-1.40, -1.45, -2.79], [3.24, -0.92, 1.90], [-3.63, -1.10, -2.71], [0.62, -0.41, -3.62], [-2.82, -2.39, 0.10], [1.37, 0.17, -3.75], [1.04, 0.86, -4.32], [-0.20, -2.29, -3.15], [-2.94, -1.72, -0.57], [2.50, 1.55, -2.44], [0.67, -3.49, 1.29], [2.92, -0.14, 2.36], [-3.27, 0.29, -2.24], [-0.55, -0.11, 3.41], [1.38, -2.85, -2.00], [3.72, 0.37, 2.55], [2.19, -2.35, -2.13], [-2.08, 4.62, 0.48], [-3.06, -0.63, -2.11], [-3.42, -2.14, 0.80], [-0.82, -1.66, -3.51], [-1.29, -2.28, 1.20], [3.62, 1.71, -1.42], [-0.83, -2.61, 1.98], [-1.40, 0.25, 3.15], [1.11, 2.67, 2.14], [1.14, 1.94, 2.76], [-3.08, 1.33, 1.79], [1.75, 1.32, 2.37], [-1.75, 3.23, 0.99], [2.11, 3.65, 0.60], [1.80, -4.42, 0.92], [2.27, 2.98, -0.06], [-3.47, 2.04, 0.50], [-1.52, 4.15, 1.11], [0.08, 0.59, 3.22], [1.34, 4.13, 0.28], [2.75, 2.05, -1.66], [-0.34, -1.86, 2.30], [1.45, -3.17, -1.10], [0.17, 0.09, -0.26], [1.37, -3.61, 0.65], [-2.74, 1.59, 0.93]]
}

---

Record 2
{
  "formula": "H28NO17",
  "method": "ωB97M-V with the def2-TZVPD basis set",
  "homo_lumo_gap_ev": 9.205,
  "de_lowest_kj_mol": 161.3,
  "total_charge": -1,
  "e_tot_ha": -1350.58293,
  "elements": ["H", "H", "O", "O", "O", "H", "H", "H", "H", "H", "O", "H", "H", "O", "H", "O", "H", "O", "H", "O", "H", "N", "O", "H", "H", "H", "O", "O", "H", "H", "O", "H", "H", "H", "O", "O", "O", "H", "O", "H", "O", "H", "H", "H", "H", "H"],
  "coordinates": [[-1.62, 0.32, 2.45], [1.09, -1.80, -3.57], [1.21, -1.14, -4.23], [0.38, 3.93, -1.86], [0.28, -1.22, -0.74], [1.06, -0.32, -3.75], [-0.31, 0.92, -2.86], [-2.26, 1.25, -2.40], [3.39, 1.43, -1.47], [0.65, -2.36, -1.95], [1.86, 2.26, 1.16], [-3.32, -0.93, -1.26], [1.82, 1.55, 1.86], [0.62, 1.48, 3.76], [-0.18, -1.03, 2.78], [-0.11, 0.85, -0.29], [0.39, 0.59, 3.59], [0.58, 1.11, -3.11], [-1.42, 1.66, -1.24], [0.94, -3.10, -2.44], [1.19, 1.36, 4.52], [0.18, -0.31, 0.08], [-1.34, -3.31, 0.80], [1.41, -3.65, -1.81], [-0.20, 2.48, 1.02], [-1.37, 2.26, 1.93], [-2.12, 1.97, -1.80], [1.48, -3.15, 2.00], [0.36, 3.22, -2.52], [1.56, 1.72, 0.36], [-0.93, 2.92, 1.41], [1.77, -3.29, 1.08], [-2.24, -2.94, 0.97], [3.08, -0.06, -1.75], [-2.75, -1.42, -0.65], [2.68, 0.79, -1.39], [-0.01, -0.61, 1.22], [-1.88, -1.06, -0.65], [-0.36, -0.98, 3.73], [-0.85, -1.77, 3.94], [-2.22, 0.96, 2.72], [1.06, 0.91, -2.31], [-0.36, 3.60, -1.32], [0.54, -3.28, 1.85], [-2.80, 0.93, 1.95], [-0.91, -2.72, 0.24]]
}

---

Record 3
{
  "formula": "H28O14",
  "method": "ωB97M-V with the def2-TZVPD basis set",
  "homo_lumo_gap_ev": 8.938,
  "de_lowest_kj_mol": 699.9,
  "e_tot_ha": -1069.93438,
  "elements": ["H", "H", "H", "O", "O", "H", "O", "H", "H", "O", "O", "H", "O", "H", "O", "O", "H", "H", "H", "H", "O", "H", "H", "H", "H", "O", "O", "H", "H", "H", "H", "H", "H", "H", "O", "O", "H", "H", "O", "H", "H", "H"],
  "coordinates": [[-2.94, 0.92, -0.12], [-1.84, 1.49, 0.76], [-0.42, 3.06, -1.33], [0.24, -5.43, -0.06], [-3.86, 2.25, -3.02], [0.22, -2.54, 5.02], [1.51, 3.22, -1.65], [2.24, 1.94, 2.06], [-3.72, 2.10, -2.08], [-0.13, -0.76, -0.04], [3.47, 0.01, 1.19], [-4.39, -2.75, -1.43], [2.34, 0.37, -1.33], [0.67, -2.86, -0.04], [3.08, 2.06, 1.61], [-0.13, -3.24, 0.33], [0.44, 1.09, -3.67], [0.48, -4.61, -0.49], [0.45, 1.28, 4.53], [-0.38, 0.17, -0.05], [-2.15, 1.48, -0.15], [2.32, 2.75, -1.87], [-1.81, 2.61, -1.73], [1.09, -5.84, 0.14], [0.99, 3.18, -2.46], [-0.30, -2.17, 4.30], [-0.99, 2.29, -1.35], [1.78, -0.16, -0.75], [0.15, -3.63, 1.16], [-4.11, 1.38, -3.37], [-4.12, -1.39, -2.04], [3.93, -0.25, 2.00], [3.24, 0.09, -1.12], [3.60, 2.59, 2.23], [-0.41, 1.36, -4.04], [-3.69, -2.10, -1.55], [-1.06, 0.91, -3.49], [-1.08, -1.81, 4.73], [0.91, 0.77, 3.86], [0.43, -0.85, 0.75], [2.62, -0.42, 1.25], [1.31, 1.44, 3.29]]
}

---

Record 4
{
  "formula": "H28O14",
  "method": "ωB97M-V with the def2-TZVPD basis set",
  "homo_lumo_gap_ev": 8.841,
  "de_lowest_kj_mol": 162.5,
  "e_tot_ha": -1070.13909,
  "elements": ["H", "O", "H", "H", "H", "O", "H", "H", "O", "O", "H", "H", "O", "H", "H", "H", "H", "H", "H", "H", "H", "H", "H", "H", "O", "H", "O", "H", "H", "O", "H", "O", "O", "O", "H", "H", "H", "O", "O", "O", "H", "H"],
  "coordinates": [[1.62, -2.47, 2.87], [-2.23, -1.20, -2.98], [3.12, 1.63, -0.01], [3.09, -0.77, -0.04], [1.39, -1.53, -1.83], [-1.28, -2.00, 1.11], [-4.54, -0.63, -0.46], [-1.01, -2.76, 0.61], [-2.23, 1.23, 2.75], [1.55, 1.76, 2.74], [-1.11, 2.00, -3.39], [0.75, 1.74, 3.26], [2.48, 2.24, -0.38], [1.17, -2.22, -3.16], [2.70, 0.45, -3.47], [2.07, 0.89, -2.17], [-2.02, 1.96, 2.17], [0.11, 1.10, -3.41], [-1.69, 3.23, 0.02], [-1.50, 1.73, -0.14], [1.64, 1.94, -0.04], [-0.81, -0.56, 4.44], [1.47, -1.98, 1.45], [-1.41, 1.07, 3.23], [-0.12, 0.52, 0.19], [-0.52, -0.12, 0.78], [-0.18, 0.02, 4.01], [-0.57, -1.85, 1.73], [3.34, -1.41, -1.39], [0.72, -1.98, -2.35], [0.42, -0.57, 3.56], [-4.09, -1.17, 0.18], [2.77, -0.79, -0.94], [1.94, 0.92, -3.12], [-0.09, 0.07, -0.66], [-1.81, -0.34, -3.05], [-3.16, -1.08, -0.03], [-0.84, 1.09, -3.29], [1.13, -1.85, 2.33], [-2.17, 2.40, -0.05], [-1.52, -1.82, -3.14], [1.41, 1.10, 2.05]]
}